i.
Below is a structure of composition C4H7N, with properties calculated with wB97M-V/def2-TZVPD.

Its spin multiplicity is 1. The value obtained for the HOMO energy is -8.9 eV.

Element x y z (Å)
C1 0.03 -0.36 -0.80
C2 -1.54 0.34 -0.24
C3 1.00 0.19 0.09
C4 2.10 -0.21 0.68
N1 -2.61 -0.24 -0.33
H1 -3.52 0.09 -0.03
H2 -0.15 -1.43 -0.72
H3 0.07 0.03 -1.81
H4 0.31 1.14 0.74
H5 -0.87 1.23 0.58
H6 2.56 0.32 1.50
H7 2.63 -1.09 0.32

ii.
Below is an isolated molecule of C4H7N, with properties calculated with wB97M-V/def2-TZVPD.

Its spin multiplicity is 1. The SMILES is C=N/C=C/C. The value obtained for the HOMO energy is -8.9 eV.

Element x y z (Å)
C1 1.01 -1.08 1.77
N1 -0.22 -1.12 1.11
C2 -0.47 0.18 0.36
C3 0.18 0.66 -0.75
C4 -0.50 1.10 -2.07
H1 1.28 -1.99 2.30
H2 1.43 -0.06 2.04
H3 -1.62 0.11 0.44
H4 1.20 0.63 -1.09
H5 -0.65 0.36 -2.93
H6 0.09 1.95 -2.43
H7 -1.46 1.70 -1.96

iii.
Below is a cluster of 2 separate species, C4H7N in total, with properties calculated with wB97M-V/def2-TZVPD.

Its spin multiplicity is 1. The SMILES is C1C2=N[C@H]12.C. The value obtained for the HOMO energy is -9.0 eV.

Element x y z (Å)
C1 -1.36 -0.91 -0.21
C2 -0.82 0.40 0.08
N1 -1.74 0.76 0.85
C3 -2.51 -0.11 0.06
H1 -1.02 -1.39 0.68
H2 -0.96 -1.43 -1.07
H3 -3.16 0.36 -0.66
C4 2.24 0.44 0.00
H4 1.31 0.97 -0.22
H5 2.38 0.29 1.07
H6 3.05 1.15 -0.21
H7 2.58 -0.52 -0.37

Quick one: most stable of them? ii

i.
Below is an isolated molecule of C5H6OS, with properties calculated with wB97M-V/def2-TZVPD.

Its spin multiplicity is 1. The SMILES is O[C@H]1[C@@H]2C=C[C@H]1S2. The value obtained for the HOMO energy is -8.9 eV.

Element x y z (Å)
O1 2.31 -0.27 0.04
C1 0.95 -0.56 -0.09
C2 0.04 0.34 1.02
C3 -1.45 -0.18 0.73
C4 -1.34 -0.31 -0.61
C5 -0.02 0.33 -1.05
S1 0.15 1.82 -0.09
H1 2.30 0.68 0.37
H2 0.85 -1.64 -0.15
H3 0.42 0.69 2.07
H4 -2.37 -0.54 1.24
H5 -2.18 -0.59 -1.38
H6 0.33 0.22 -2.10

ii.
Below is an isolated molecule of C5H6OS, with properties calculated with wB97M-V/def2-TZVPD.

Its spin multiplicity is 1. The SMILES is C1=C[C@@H]2O[C@@H]2CS1. The value obtained for the HOMO energy is -8.3 eV.

Element x y z (Å)
C1 1.32 1.15 -0.13
C2 0.06 1.74 -0.12
C3 -1.16 0.80 -0.24
O1 -1.68 -0.08 0.94
C4 -1.29 -0.56 -0.42
C5 -0.04 -1.43 -0.44
S1 1.36 -0.64 0.24
H1 2.24 1.63 0.06
H2 0.11 2.66 -0.12
H3 -1.83 1.50 -0.99
H4 -1.99 -1.18 -0.96
H5 0.12 -1.61 -1.45
H6 -0.29 -2.30 0.25

Quick one: most stable of them? i

i.
Below is an isolated molecule of C5H6OS, with properties calculated with wB97M-V/def2-TZVPD.

Its spin multiplicity is 1. The SMILES is C1=COC=CSC1. The value obtained for the HOMO energy is -8.3 eV.

Element x y z (Å)
C1 -0.34 1.42 -0.09
C2 -1.39 0.60 -0.30
O1 -1.64 -0.75 0.06
C3 -0.61 -1.67 -0.04
C4 0.72 -1.60 0.03
S1 1.96 -0.29 -0.34
C5 0.98 1.18 0.37
H1 -0.64 2.43 -0.82
H2 -2.27 1.27 -0.78
H3 -0.99 -2.71 -0.14
H4 1.42 -2.48 0.18
H5 1.59 2.05 0.48
H6 1.20 0.56 1.40

ii.
Below is an isolated molecule of C5H6OS, with properties calculated with wB97M-V/def2-TZVPD.

Its spin multiplicity is 1. The value obtained for the HOMO energy is -9.3 eV.

Element x y z (Å)
C1 -0.45 -1.33 -0.48
C2 -1.03 -0.75 0.40
C3 -0.58 2.38 1.44
C4 -0.58 1.18 1.99
C5 0.27 -2.00 -1.54
O1 -1.89 -0.94 2.83
S1 -1.94 0.00 1.71
H1 0.21 3.09 1.60
H2 -1.37 2.69 0.78
H3 0.18 0.82 2.66
H4 -0.11 -3.01 -1.66
H5 0.14 -1.45 -2.48
H6 1.33 -2.04 -1.30

Quick one: most stable of them? ii

i.
Below is a cluster of 2 separate species, CHF3N2 in total, with properties calculated with wB97M-V/def2-TZVPD.

Its spin multiplicity is 1. The value obtained for the HOMO energy (spin up / spin down) is -10.3 / -10.1 eV.

Element x y z (Å)
C1 -0.61 -0.96 -0.68
N1 -0.36 -1.60 0.36
N2 -2.07 0.33 0.14
F1 0.52 -2.64 0.37
F2 -2.86 0.25 -1.04
F3 -2.77 -0.42 0.93
H1 -0.54 -1.03 -1.78

ii.
Below is a structure of composition CHF3N2, with properties calculated with wB97M-V/def2-TZVPD.

Its spin multiplicity is 1. The value obtained for the HOMO energy (spin up / spin down) is -10.6 / -8.3 eV.

Element x y z (Å)
C1 0.17 -0.44 -0.05
N1 1.33 1.06 0.04
N2 -1.02 -0.07 0.24
F1 2.55 0.51 -0.05
F2 -1.41 1.21 0.10
F3 -2.17 -0.83 -0.19
H1 0.55 -1.44 -0.10

Quick one: most stable of them? i